23
Properties=species:S:1:pos:R:3:forces:R:3:lowdin_charge:R:1 method="wB97M-V/def2-TZVPD" charge=+1 de_lowest_kj_mol=347.3 e_homo_ev="-11.6 / -13.3" e_tot_ev=-29168.184
C 1.500707 0.141490 -2.437221 0.28 0.29 -1.34 -0.104
C 0.003235 0.045382 -0.541539 -1.64 0.67 -0.07 -0.203
C 2.582199 -1.019269 0.908742 -1.04 0.84 -0.39 -0.291
C 0.476554 -0.665128 -1.775501 0.12 -1.80 2.59 -0.058
C 2.027340 1.182271 -0.507071 3.07 0.06 -0.84 -0.755
C -2.983549 -0.317098 1.593272 2.23 -1.85 -3.21 -0.053
C -1.823592 0.534932 1.046774 -0.38 0.01 -0.88 -0.200
N 2.281549 0.951743 -1.833357 -0.55 0.31 1.59 0.088
N 0.842273 0.921218 0.077622 -2.02 -1.77 -2.83 0.114
N -1.301470 -0.040244 -0.191264 2.35 -0.94 -0.17 0.081
O 1.680384 -1.019576 1.666167 0.14 -0.33 0.12 0.137
F 3.721997 -1.580110 1.021431 1.13 -0.64 0.27 0.185
Cl 3.178422 2.226740 0.220769 -0.75 -0.20 0.36 0.788
H 1.595356 0.160188 -3.513742 -0.05 -0.49 -0.16 0.134
H -0.420584 -0.782265 -2.308587 -0.89 -0.42 -1.45 0.108
H 0.787548 -1.769687 -1.447851 -0.14 2.10 -0.68 0.198
H -2.504780 -1.324286 1.883325 -1.59 1.07 -0.87 0.130
H -3.189619 0.141766 2.440828 -1.24 1.90 4.31 0.016
H -3.912508 -0.176465 0.977386 1.03 -1.07 0.27 0.115
H -0.943647 0.492300 1.767803 -1.51 0.88 -0.51 0.142
H -2.267861 1.472418 0.615467 0.89 0.05 1.66 0.153
H 0.594537 1.128695 0.984252 -0.04 1.26 2.37 0.106
H -1.924498 -0.705008 -0.647701 0.61 0.07 -0.13 0.168